1.
A cluster of 2 separate species, C21H40BrFN5O8P2 in total, computed with wB97M-V/def2-TZVPD.

Each line ends with the Mulliken charge.
Atoms and positions in Å:
C (-0.694, 0.445, 4.414)  -1.605
C (0.106, 0.375, 3.122)  0.087
P (0.810, -1.294, 2.677)  -0.136
C (0.289, -2.476, 3.979)  -0.326
C (1.220, -3.678, 4.031)  -1.425
N (0.156, -1.758, 1.180)  1.158
C (-1.223, -2.172, 1.101)  -0.983
C (-1.538, -3.596, 1.597)  -1.283
O (-2.693, -3.582, 2.471)  -0.416
C (-3.852, -3.614, 1.756)  0.162
O (-4.465, -4.645, 1.563)  -0.521
C (0.932, -1.676, -0.016)  -1.598
N (0.380, -1.946, -1.240)  0.309
O (-0.682, -1.040, -1.683)  0.016
C (-0.286, -0.212, -2.758)  -0.985
C (-1.146, 1.040, -2.683)  0.304
C (-2.608, 0.641, -2.671)  -1.855
C (-0.737, 1.817, -1.441)  0.677
C (-1.663, 2.953, -1.019)  1.071
C (-2.803, 2.472, -0.107)  -1.642
C (-0.814, 3.954, -0.236)  -2.090
C (0.045, -3.230, -1.598)  0.309
O (-0.549, -3.492, -2.630)  -0.686
N (0.352, -4.285, -0.686)  0.102
C (1.706, -4.706, -0.635)  0.258
O (2.399, -5.091, -1.555)  -0.507
F (2.146, -4.720, 0.628)  -0.167
N (2.246, -1.145, 0.127)  0.611
C (2.262, 0.350, 0.071)  -0.370
C (3.415, 0.888, 0.831)  -0.263
N (3.870, 2.053, 0.685)  -0.755
P (3.212, -1.889, -1.055)  -0.018
O (3.927, -0.550, -1.661)  -0.466
Br (4.959, -2.821, 0.152)  -0.404
H (-0.096, 0.228, 5.284)  0.344
H (-1.545, -0.215, 4.387)  0.330
H (-1.075, 1.447, 4.564)  0.479
H (-0.539, 0.731, 2.327)  -0.208
H (0.938, 1.060, 3.167)  0.554
H (0.414, -1.943, 4.911)  0.374
H (-0.753, -2.773, 3.959)  0.387
H (1.120, -4.309, 3.163)  0.244
H (2.231, -3.321, 4.131)  0.435
H (0.974, -4.254, 4.911)  0.426
H (-1.793, -1.510, 1.746)  0.930
H (-1.641, -2.057, 0.107)  0.321
H (-1.769, -4.223, 0.752)  0.719
H (-0.722, -4.044, 2.128)  0.276
H (-4.208, -2.646, 1.398)  0.391
H (0.770, 0.021, -2.724)  0.366
H (-0.542, -0.733, -3.676)  0.328
H (-1.008, 1.633, -3.578)  0.597
H (-3.240, 1.512, -2.588)  0.456
H (-2.880, 0.120, -3.581)  0.461
H (-2.846, 0.000, -1.836)  0.212
H (0.253, 2.211, -1.625)  0.521
H (-0.639, 1.149, -0.595)  -1.361
H (-2.065, 3.426, -1.903)  0.632
H (-2.777, 2.933, 0.870)  0.520
H (-2.761, 1.399, 0.025)  0.192
H (-3.774, 2.675, -0.535)  0.320
H (0.090, 4.107, -0.791)  0.468
H (-1.326, 4.892, -0.079)  0.414
H (-0.526, 3.501, 0.705)  0.372
H (-0.166, -5.072, -1.050)  0.385
H (2.175, 0.752, -0.926)  0.366
H (1.372, 0.664, 0.603)  0.192
H (3.829, 0.211, 1.571)  0.456
H (4.633, 2.195, 1.339)  0.280
H (4.527, -0.800, -2.361)  0.370
O (1.553, 7.245, -4.784)  -0.460
C (1.444, 6.029, -4.539)  -0.167
C (0.241, 5.886, -3.202)  -0.336
O (0.130, 4.675, -2.929)  -0.323
H (2.306, 5.488, -4.107)  0.279
H (0.991, 5.368, -5.302)  0.265
H (-0.640, 6.411, -3.618)  0.320
H (0.659, 6.560, -2.431)  0.308

Total charge: -1
Kohn-Sham gap: 0.064 Ha
E_tot: -137588.148 eV

2.
A cluster of 4 separate species, C31H69IN11O6P3S2 in total, computed with wB97M-V/def2-TZVPD.

Each line ends with the Mulliken charge.
Atoms and positions in Å:
C (5.340, 3.102, 3.702)  -0.475
C (5.584, 2.444, 5.184)  -0.454
C (5.272, 0.838, 5.293)  -0.817
I (5.604, 0.111, 7.364)  0.043
C (3.741, 0.421, 4.774)  0.516
C (2.438, 1.462, 4.880)  -0.384
C (0.917, 1.057, 4.315)  0.360
C (-0.388, 2.049, 4.368)  -0.366
S (0.030, 3.889, 4.251)  0.791
O (0.622, 4.429, 5.611)  -0.575
O (-1.336, 4.651, 4.046)  -0.595
C (0.794, -0.457, 3.630)  -0.085
C (-0.598, -1.056, 2.961)  -0.477
C (-0.156, -1.028, 1.233)  0.135
C (0.407, 0.516, 0.675)  -0.324
O (-1.060, -0.137, 0.320)  -0.404
C (2.106, -1.493, 3.567)  0.045
N (2.124, -2.901, 2.969)  -0.491
S (3.742, -3.548, 3.099)  0.178
N (4.576, -2.208, 3.918)  -0.559
C (3.590, -1.080, 4.128)  0.280
H (6.341, 3.048, 3.057)  -0.038
H (4.459, 2.636, 3.088)  0.222
H (5.139, 4.265, 3.875)  0.275
H (6.718, 2.588, 5.526)  0.377
H (4.855, 2.981, 5.949)  0.270
H (6.010, 0.276, 4.548)  0.448
H (2.543, 2.541, 5.345)  0.232
H (-0.936, 1.914, 5.413)  0.371
H (-1.199, 1.811, 3.524)  0.209
H (0.915, 4.190, 3.169)  0.206
H (-1.523, -0.347, 3.068)  0.056
H (-0.801, -2.179, 3.222)  0.417
H (0.390, -2.053, 0.758)  0.272
H (-0.057, 1.486, 1.138)  0.119
H (1.154, 0.524, -0.226)  0.247
C (-6.918, -2.596, 3.983)  -0.873
N (-5.963, -1.588, 3.542)  0.203
C (-6.210, -0.367, 4.316)  -1.132
P (-5.431, -1.269, 1.948)  0.877
O (-3.985, -0.977, 2.420)  -0.700
N (-4.907, -2.736, 1.163)  0.196
C (-4.825, -4.005, 1.880)  -1.196
C (-3.626, -2.592, 0.441)  -1.393
N (-7.092, -1.604, 1.406)  -0.047
C (-7.583, -2.802, 0.729)  -0.788
C (-7.526, -0.440, 0.613)  -1.186
H (-7.950, -2.339, 3.734)  0.321
H (-6.869, -2.723, 5.068)  0.375
H (-6.707, -3.593, 3.586)  0.185
H (-7.136, 0.121, 3.995)  0.321
H (-5.392, 0.347, 4.187)  0.283
H (-6.276, -0.574, 5.390)  0.366
H (-4.307, -3.903, 2.834)  0.342
H (-4.298, -4.766, 1.292)  0.399
H (-5.802, -4.444, 2.041)  0.285
H (-2.768, -2.665, 1.124)  0.425
H (-3.566, -1.629, -0.080)  0.298
H (-3.513, -3.374, -0.316)  0.495
H (-7.032, -3.029, -0.189)  0.131
H (-8.637, -2.683, 0.447)  0.410
H (-7.584, -3.668, 1.391)  0.251
H (-7.001, -0.406, -0.348)  0.352
H (-7.306, 0.488, 1.151)  0.383
H (-8.606, -0.449, 0.430)  0.395
C (8.765, 5.331, -0.068)  -0.895
N (8.403, 3.974, 0.319)  0.234
C (9.154, 3.636, 1.531)  -1.272
P (8.140, 2.625, -0.699)  0.853
O (6.975, 2.107, 0.180)  -0.760
N (7.029, 3.023, -1.983)  0.129
C (6.343, 4.309, -2.037)  -1.067
C (5.988, 1.996, -2.200)  -1.141
N (9.479, 3.220, -1.709)  0.011
C (9.387, 3.890, -3.003)  -0.928
C (10.431, 2.105, -1.856)  -1.194
H (9.809, 5.417, -0.382)  0.329
H (8.621, 6.021, 0.768)  0.375
H (8.134, 5.737, -0.863)  0.195
H (10.213, 3.473, 1.304)  0.319
H (8.764, 2.724, 1.989)  0.382
H (9.076, 4.424, 2.290)  0.362
H (5.893, 4.573, -1.079)  0.301
H (5.547, 4.311, -2.791)  0.388
H (7.000, 5.107, -2.362)  0.243
H (5.167, 2.095, -1.476)  0.364
H (6.399, 0.983, -2.113)  0.347
H (5.556, 2.081, -3.203)  0.331
H (8.830, 3.311, -3.746)  0.305
H (10.387, 4.066, -3.421)  0.387
H (8.962, 4.890, -2.910)  0.247
H (10.019, 1.324, -2.504)  0.401
H (10.643, 1.657, -0.879)  0.372
H (11.392, 2.438, -2.264)  0.378
C (-4.143, -4.682, -5.329)  -0.850
N (-3.899, -3.516, -6.168)  0.088
C (-2.480, -3.515, -6.534)  -1.111
P (-4.542, -1.941, -5.993)  0.852
O (-4.679, -1.756, -7.524)  -0.769
N (-6.276, -1.994, -5.816)  0.072
C (-7.026, -3.238, -5.955)  -1.098
C (-6.983, -0.997, -6.647)  -1.094
N (-4.383, -2.152, -4.233)  0.185
C (-5.448, -2.418, -3.269)  -0.507
C (-3.611, -1.002, -3.732)  -1.084
H (-3.631, -4.625, -4.366)  0.305
H (-3.797, -5.593, -5.826)  0.377
H (-5.205, -4.865, -5.143)  0.185
H (-1.853, -3.245, -5.677)  0.354
H (-2.284, -2.796, -7.333)  0.321
H (-2.156, -4.493, -6.910)  0.327
H (-6.739, -3.791, -6.850)  0.307
H (-8.106, -3.054, -6.007)  0.411
H (-6.921, -3.874, -5.085)  0.257
H (-7.090, -1.340, -7.685)  0.351
H (-6.453, -0.036, -6.658)  0.346
H (-7.988, -0.803, -6.258)  0.329
H (-6.248, -1.671, -3.300)  0.318
H (-5.053, -2.418, -2.245)  -0.050
H (-5.863, -3.418, -3.391)  0.181
H (-4.208, -0.085, -3.773)  0.416
H (-2.716, -0.851, -4.344)  0.382
H (-3.265, -1.157, -2.704)  0.204

Total charge: 0
Kohn-Sham gap: 0.232 Ha
E_tot: -119550.438 eV